# 1
{
  "formula": "C3H3Br4Cl",
  "method": "ωB97M-V/def2-TZVPD",
  "e_above_lowest_kj_mol": 0.0,
  "homo_energy_ha": -0.3705,
  "gap_ev": 10.11,
  "multiplicity": 1,
  "symbols": ["C", "C", "C", "Cl", "Br", "Br", "Br", "Br", "H", "H", "H"],
  "xyz": [[-0.059, -0.190, 0.071], [-1.513, -0.683, -0.127], [-2.811, 0.541, 0.558], [-2.558, 0.857, 2.290], [-2.093, -0.822, -1.969], [-1.774, -2.408, 0.703], [-2.527, 2.168, -0.450], [-4.624, -0.060, 0.300], [-0.098, 0.822, -0.375], [0.667, -0.848, -0.366], [0.312, -0.043, 1.033]]
}

***

# 2
{
  "formula": "C3H3BrClNS",
  "method": "ωB97M-V/def2-TZVPD",
  "e_above_lowest_kj_mol": 0.0,
  "homo_energy_ha": [-0.1858, -0.3324],
  "gap_ev": [5.66, 6.57],
  "multiplicity": 3,
  "symbols": ["C", "C", "C", "N", "S", "Cl", "Br", "H", "H", "H"],
  "xyz": [[-0.855, -1.902, -0.326], [-1.377, -1.679, -1.571], [0.159, -0.502, 0.032], [-0.289, 0.499, -0.823], [-0.797, -0.180, -2.355], [-2.342, -2.740, -2.392], [-1.065, -3.093, 1.011], [0.118, -0.459, 1.183], [1.272, -0.699, -0.300], [-1.114, 1.114, -0.498]]
}

***

# 3
{
  "formula": "C3H3BrF2",
  "method": "ωB97M-V/def2-TZVPD",
  "e_above_lowest_kj_mol": 90.6,
  "homo_energy_ha": [-0.2224, -0.4006],
  "gap_ev": [6.83, 8.04],
  "multiplicity": 3,
  "symbols": ["C", "C", "C", "F", "F", "Br", "H", "H", "H"],
  "xyz": [[-0.443, 0.601, -0.503], [0.518, 0.444, 0.356], [0.879, -0.483, 1.509], [1.628, 1.229, -0.010], [0.930, 0.271, 2.621], [-0.297, -1.890, 1.727], [-0.276, 1.365, -1.311], [-1.444, 0.170, -0.562], [1.927, -0.872, 1.227]]
}

***

# 4
{
  "formula": "C3H3BrFN4O4",
  "method": "ωB97M-V/def2-TZVPD",
  "charge": -1,
  "homo_energy_ha": [-0.1164, -0.2275],
  "gap_ev": [6.44, 7.47],
  "multiplicity": 3,
  "symbols": ["C", "C", "C", "N", "N", "N", "N", "O", "O", "O", "O", "F", "Br", "H", "H", "H"],
  "xyz": [[-1.631, 0.832, 0.214], [-0.877, 0.501, -1.183], [0.070, -0.390, 0.830], [0.039, -0.567, -0.567], [-0.859, 0.486, 1.236], [-2.918, 1.316, 0.297], [-0.204, 1.800, -1.562], [-3.447, 1.479, 1.382], [-3.466, 1.572, -0.776], [0.885, 2.029, -1.219], [-0.903, 2.494, -2.212], [0.154, 1.930, 1.711], [-0.447, -2.123, 1.687], [-1.477, 0.271, -2.030], [1.122, -0.253, 1.229], [0.960, -0.807, -0.955]]
}

***

# 5
{
  "formula": "C3H3BrFO2",
  "method": "ωB97M-V/def2-TZVPD",
  "e_above_lowest_kj_mol": 178.7,
  "charge": -1,
  "homo_energy_ha": -0.1701,
  "gap_ev": 7.78,
  "smiles": "O=C([O-])[C@H](F)CBr",
  "multiplicity": 1,
  "symbols": ["C", "C", "C", "O", "O", "F", "Br", "H", "H", "H"],
  "xyz": [[-1.664, -0.061, 0.105], [1.121, -0.473, -0.471], [-0.235, 0.505, 0.423], [-1.727, -1.195, -0.394], [-2.523, 0.731, 0.472], [-0.161, 1.755, 0.075], [2.945, -0.018, 0.190], [1.185, -0.196, -1.581], [0.841, -1.527, -0.283], [0.218, 0.480, 1.465]]
}

***

# 6
{
  "formula": "C3H3BrN5O",
  "method": "ωB97M-V/def2-TZVPD",
  "e_above_lowest_kj_mol": 314.8,
  "charge": -1,
  "homo_energy_ha": [-0.1939, -0.1968],
  "gap_ev": [7.88, 8.33],
  "multiplicity": 1,
  "symbols": ["C", "C", "C", "N", "N", "N", "N", "N", "O", "Br", "H", "H", "H"],
  "xyz": [[-1.151, -0.434, -0.203], [1.396, 0.665, -0.406], [1.288, -0.708, -0.793], [-2.817, 0.034, 0.838], [-1.507, 0.091, 0.951], [-2.099, -0.815, -1.028], [-3.166, -0.498, -0.323], [1.400, 0.936, 0.953], [1.519, 1.559, -1.237], [1.773, -2.089, 0.397], [1.274, -1.002, -1.827], [0.814, 0.343, 1.527], [1.276, 1.919, 1.149]]
}

***

# 7
{
  "formula": "C3H3BrO",
  "method": "ωB97M-V/def2-TZVPD",
  "e_above_lowest_kj_mol": 371.5,
  "homo_energy_ha": -0.2996,
  "gap_ev": 8.81,
  "smiles": "BrCC1=CO1",
  "multiplicity": 1,
  "symbols": ["C", "C", "C", "O", "Br", "H", "H", "H"],
  "xyz": [[-1.092, 1.235, -0.125], [-0.303, 0.251, -0.147], [0.787, -0.931, 0.125], [-1.814, 0.043, -0.281], [2.462, -0.068, -0.311], [-1.215, 2.275, 0.011], [0.548, -1.733, -0.506], [0.626, -1.072, 1.234]]
}

***

# 8
{
  "formula": "C3H3BrO",
  "method": "ωB97M-V/def2-TZVPD",
  "e_above_lowest_kj_mol": 171.4,
  "homo_energy_ha": [-0.2277, -0.3848],
  "gap_ev": [6.93, 9.13],
  "multiplicity": 3,
  "symbols": ["C", "C", "C", "O", "Br", "H", "H", "H"],
  "xyz": [[-0.214, -0.027, 0.178], [-1.415, 0.485, 0.537], [1.170, 0.040, -0.181], [-0.813, -1.129, 0.548], [-3.091, 0.520, -0.066], [1.810, -0.291, 0.563], [1.278, 1.050, -0.598], [1.276, -0.648, -0.981]]
}